# C33H76BInN2O16

C33H76BInN2O16 as an isolated structure (ωB97M-V/def2-TZVPD, OMol25).

Its energy is -2830.9582 hartree.

Structure (ORCA input):
```
! wB97M-V def2-TZVPD RIJCOSX def2/J DEFGRID3
* xyz -2 1
C 2.51025 -0.25412 3.88941
C 2.33612 -1.20818 2.60549
C 0.85463 -0.97851 1.98522
C 0.90175 -1.42352 0.42702
In -0.61214 -2.25708 3.20418
C -2.63964 -2.46177 2.21570
C -3.36788 -1.10334 1.90322
O -3.32307 -0.66788 0.70480
N -4.11982 -0.28550 2.86272
C -5.55520 -0.67748 2.94640
C -3.57803 -0.38371 4.25564
B 0.36464 -4.35609 3.28321
N 1.24606 -4.85412 2.14474
O 0.17212 -5.20412 4.43991
C -0.73633 -1.59108 5.39104
O -0.32371 -0.43556 5.77662
O -1.31659 -2.48734 6.28679
H 3.60855 -0.04039 4.15527
H 1.95994 0.71746 3.65024
H 2.07777 -0.79449 4.79793
H 2.50991 -2.28738 2.92906
H 3.16127 -0.90129 1.86318
H 0.54308 0.11781 2.10181
H 0.71090 -0.47311 -0.18499
H 1.94036 -1.84257 0.18028
H 0.15115 -2.24482 0.18825
H -2.46218 -3.01008 1.22078
H -3.33303 -3.14075 2.83748
H -6.02219 -0.23398 3.89776
H -6.14325 -0.20161 2.08227
H -5.65453 -1.81137 2.98819
H -4.21168 0.17263 5.02364
H -2.55017 0.11268 4.27494
H -3.52529 -1.48565 4.57027
H 0.67752 -5.35159 1.44667
H 1.89330 -5.54981 2.55563
H -0.79081 -5.19743 4.63205
C -3.80227 0.79220 -1.61136
O -3.32660 0.37997 -2.88537
C -2.36668 -0.66688 -2.78896
C -2.40302 -1.54036 -4.03754
O -3.51574 -2.43722 -4.07758
C -4.79143 -1.85162 -4.33056
C -4.96043 -1.35097 -5.76176
O -4.30594 -0.09935 -5.93651
C -3.90143 0.11256 -7.27249
H -2.99554 1.24431 -1.03109
H -4.59188 1.53101 -1.76758
H -4.22886 -0.05308 -1.07042
H -2.55898 -1.28880 -1.90631
H -1.37797 -0.20289 -2.69157
H -1.51629 -2.18108 -4.02016
H -2.34187 -0.94758 -4.95130
H -5.02090 -1.07756 -3.59662
H -5.51419 -2.65847 -4.17105
H -6.02710 -1.19630 -5.97102
H -4.56112 -2.09884 -6.45458
H -3.22538 -0.68271 -7.60375
H -3.36163 1.05978 -7.31751
H -4.77306 0.16299 -7.93406
C 4.43433 -10.84007 -0.70118
O 4.19770 -9.71079 -1.51840
C 2.83357 -9.29940 -1.49854
C 2.72102 -7.79942 -1.74782
O 3.07178 -7.00374 -0.61789
C 4.45956 -6.94348 -0.29086
C 5.28717 -6.14538 -1.29200
O 5.55269 -6.92297 -2.45672
C 5.74786 -6.12077 -3.60357
H 3.90663 -11.71399 -1.09314
H 5.50714 -11.03822 -0.70100
H 4.12402 -10.63931 0.32999
H 2.37057 -9.53955 -0.53354
H 2.31183 -9.84611 -2.29308
H 1.66846 -7.57386 -1.94352
H 3.27600 -7.49150 -2.63463
H 4.86842 -7.94158 -0.12534
H 4.50487 -6.42370 0.67087
H 6.25378 -5.88596 -0.84205
H 4.75147 -5.22720 -1.55078
H 4.86895 -5.49675 -3.79437
H 5.88944 -6.78183 -4.46037
H 6.63542 -5.49077 -3.48448
C 3.59217 6.34146 -0.37490
O 3.08695 5.40343 -1.30483
C 4.09098 4.51298 -1.78067
C 3.48094 3.16838 -2.16350
O 3.15668 2.34776 -1.04438
C 2.02358 2.74912 -0.26905
C 0.69346 2.54712 -0.98540
O 0.47146 3.59134 -1.93130
C -0.35625 3.17939 -3.00189
H 4.30892 7.01177 -0.85781
H 2.75342 6.92606 0.00523
H 4.06180 5.82807 0.47129
H 4.86139 4.35383 -1.01587
H 4.55075 4.97477 -2.66308
H 4.23775 2.60855 -2.72216
H 2.62440 3.28477 -2.82866
H 2.14013 3.77050 0.09717
H 2.03173 2.09838 0.61088
H -0.12444 2.58459 -0.25579
H 0.69338 1.56960 -1.47658
H 0.08359 2.32379 -3.52491
H -0.43479 4.00770 -3.70866
H -1.35564 2.92124 -2.63749
C -1.57567 5.42745 0.34691
O -1.25805 6.00344 1.60129
C 0.09054 6.44901 1.66727
C 0.21978 7.62088 2.63288
O -0.26051 8.85828 2.10136
C -1.67712 8.98660 1.98009
C -2.39432 9.11555 3.31964
O -2.51979 7.84391 3.94221
C -2.59241 7.93844 5.35075
H -1.00284 4.51162 0.19203
H -2.64051 5.19104 0.34207
H -1.38054 6.14017 -0.46234
H 0.44587 6.75695 0.67562
H 0.69991 5.60966 2.02187
H 1.28613 7.78142 2.81925
H -0.23640 7.40364 3.59880
H -2.09369 8.18426 1.36930
H -1.83457 9.91701 1.42463
H -3.40804 9.50384 3.15556
H -1.84086 9.81018 3.95989
H -1.70305 8.43532 5.75231
H -2.63062 6.92697 5.75708
H -3.49379 8.48214 5.65267
*
```

These are the Mulliken partial charges, in e, on atoms 1 to 99: -0.89, -0.46, 0.16, -0.57, 0.37, -0.52, -0.14, -0.49, 0.06, -0.85, -0.69, -0.24, -0.20, -0.54, 0.21, -0.65, -0.74, 0.34, 0.17, 0.18, 0.08, 0.31, 0.27, -0.30, 0.27, 0.21, 0.23, 0.29, 0.33, 0.21, 0.29, 0.41, 0.05, 0.29, 0.13, 0.09, 0.27, -0.67, -0.27, 0.09, -0.58, -0.48, -0.29, -0.59, -0.19, -0.83, 0.06, 0.38, 0.38, 0.24, 0.11, 0.45, 0.14, 0.09, 0.41, 0.40, 0.36, 0.35, 0.23, 0.32, -0.79, -0.26, -0.58, -0.39, -0.39, -0.37, -0.62, -0.26, -0.79, 0.32, 0.23, 0.35, 0.36, 0.39, 0.42, 0.13, 0.13, 0.41, 0.41, 0.39, 0.35, 0.22, 0.32, -0.69, -0.20, -0.60, -0.31, -0.49, -0.31, -0.50, -0.20, -0.86, 0.35, 0.07, 0.36, 0.35, 0.42, 0.41, 0.08